<A>
The following is a quantum chemistry calculation of C5H7N3 in the gas phase, from OMol25.

The value obtained for the gap between HOMO and LUMO is 0.3430 Eh. The calculation puts the LUMO energy at 0.70 eV. As for the SMILES: C=NN(C)/C=C\C#N. For the HOMO energy, the calculation gives -8.64 eV.

Cartesian coordinates (Å):
1 C -1.8039 -1.3731 1.4178
2 N -1.5462 -0.8959 0.2410
3 N -0.4354 -0.1307 0.0113
4 C 0.4308 0.2312 1.0855
5 C -0.1608 0.0664 -1.3346
6 C 0.8554 0.6468 -1.9446
7 C 1.9337 1.3932 -1.3839
8 N 2.7815 2.0712 -0.9689
9 H -2.7464 -1.9491 1.4595
10 H -1.2921 -1.1558 2.3484
11 H 0.7558 -0.6479 1.6718
12 H 1.2635 0.7552 0.6416
13 H -0.1374 0.9564 1.7037
14 H -0.9257 -0.4385 -1.9216
15 H 1.0272 0.4706 -3.0270

<B>
The following is a quantum chemistry calculation of C5H7N3 in the gas phase, from OMol25.

The value obtained for the gap between HOMO and LUMO is 0.3339 Eh. The calculation puts the LUMO energy at 0.70 eV. As for the SMILES: C/C=N/N/C=C\C#N. For the HOMO energy, the calculation gives -8.39 eV.

Cartesian coordinates (Å):
1 C -0.0656 1.5207 -1.8855
2 C -0.3456 0.8973 -0.5914
3 N 0.5847 1.1816 0.2982
4 N 0.3784 0.4914 1.4898
5 C 0.1254 -0.8565 1.7715
6 C -0.1111 -1.9311 1.0305
7 C -0.3945 -1.8239 -0.4087
8 N -0.5151 -1.5714 -1.5545
9 H 1.0609 1.7825 -1.8611
10 H -0.2363 0.6808 -2.5209
11 H -0.6315 2.4179 -1.9903
12 H -1.3372 0.3570 -0.3320
13 H 0.9684 0.9246 2.2425
14 H 0.4439 -1.1210 2.8385
15 H 0.0751 -2.9500 1.4734

<C>
The following is a quantum chemistry calculation of C5H7N3 in the gas phase, from OMol25.

The value obtained for the gap between HOMO and LUMO is 0.3453 Eh. The calculation puts the LUMO energy at 1.00 eV. As for the SMILES: [H]/N=C1/CN1C1(N)C=C1. For the HOMO energy, the calculation gives -8.40 eV.

Cartesian coordinates (Å):
1 H 2.5439 -0.9927 1.1746
2 N 1.8490 -0.7684 1.8847
3 C 0.8554 -0.1632 1.4350
4 C -0.3442 0.5876 1.7487
5 N 0.3688 0.6695 0.4244
6 C -0.1915 0.2471 -0.8016
7 N -0.4625 1.3181 -1.6379
8 C -1.0215 -0.9370 -0.9992
9 C 0.1669 -1.5107 -0.8850
10 H -1.2855 0.0493 1.7659
11 H -0.2955 1.4951 2.3386
12 H 0.0302 1.4087 -2.5148
13 H -0.7522 2.1801 -1.1971
14 H -1.9862 -1.1490 -1.4284
15 H 0.5249 -2.4345 -1.3079

Of them, the most stable is <A> and the least stable is <C>.

<A>
The following is a quantum chemistry calculation of C5H7N3 in the gas phase, from OMol25.

The value obtained for the gap between HOMO and LUMO (spin up / spin down) is 0.2539 / 0.2540 Eh. The calculation puts the LUMO energy (spin up / spin down) at -0.30 / -0.30 eV. For the HOMO energy (spin up / spin down), the calculation gives -7.21 / -7.21 eV.

Cartesian coordinates (Å):
1 C 2.5830 -0.1384 0.0121
2 C 2.0813 -1.4537 0.0151
3 C 0.2921 0.5936 0.1582
4 C -0.0734 -0.8438 0.0695
5 C -2.4192 -0.3712 -0.0758
6 N 1.6132 0.8919 0.0335
7 N 0.8515 -1.7866 -0.0930
8 N -1.2829 -1.2906 -0.0291
9 H 3.6235 0.1612 -0.2800
10 H 2.7916 -2.3726 -0.2260
11 H -0.3511 1.4517 0.3719
12 H -2.3721 0.2729 0.7790
13 H -2.4634 0.1699 -0.9301
14 H -3.3742 -1.0446 -0.1904
15 H 2.0047 1.8751 0.0610

<B>
The following is a quantum chemistry calculation of C5H7N3 in the gas phase, from OMol25.

The value obtained for the gap between HOMO and LUMO is 0.3377 Eh. The calculation puts the LUMO energy at 0.79 eV. As for the SMILES: C=Cc1cncn1N. For the HOMO energy, the calculation gives -8.40 eV.

Cartesian coordinates (Å):
1 C -2.2477 -0.2469 -0.0070
2 C -1.1604 -0.9998 0.0543
3 C 0.2387 -0.6035 -0.0714
4 C 1.3480 -1.4307 -0.0785
5 N 2.5290 -0.7018 0.0185
6 C 2.1264 0.5574 0.0032
7 N 0.7622 0.6667 -0.0191
8 N 0.1010 1.8698 -0.0243
9 H -2.2222 0.8259 -0.1880
10 H -3.2700 -0.6465 0.0425
11 H -1.2783 -2.0681 0.1613
12 H 1.3555 -2.5077 -0.0839
13 H 2.7008 1.4619 0.2139
14 H -0.4802 1.9511 -0.8500
15 H -0.5028 1.8722 0.8286

Of them, the most stable is <B> and the least stable is <A>.